(1)
Here is a structure of composition C41H40Ge2N3OPSW in a non-equilibrium geometry from OMol25. Energies are from ωB97M-V/def2-TZVPD.

Output
**Energy relative to the best compared isomer or geometry (same formula, charge and spin)**: 101.5 kJ/mol
**Net charge**: +1
**<S²>**: 3.789
**Multiplicity**: 4
**LUMO energy (spin up / spin down)**: -0.134 / -0.208 Eh
**Orbital gap (spin up / spin down)**: 6.6 / 5.1 eV

Structure (XYZ):
```
90
Properties=species:S:1:pos:R:3:lowdin_charge:R:1
W -0.2010 0.2207 -0.1387 1.188
N -2.9096 -3.2023 1.0125 0.111
C -2.1024 -2.2832 0.4634 -0.776
S -1.8277 -0.7898 1.3863 0.622
N -1.5904 -2.4402 -0.7067 0.007
N -0.8093 -1.4216 -1.1615 -0.240
C -1.3293 -0.7156 -2.1858 -0.098
C -0.4713 -0.1675 -3.2365 -0.168
C -0.7626 -0.3533 -4.5859 -0.020
C 0.1355 0.0664 -5.5502 -0.067
C 1.3272 0.6779 -5.1765 -0.054
C 1.6155 0.9079 -3.8414 0.014
C 0.7038 0.5091 -2.8778 -0.305
O 0.8792 0.7853 -1.5709 -0.242
H -3.2096 -3.0933 1.9630 0.092
H -3.0718 -4.0697 0.5286 0.116
H -2.3320 -1.0167 -2.4819 0.136
H -1.6735 -0.8680 -4.8671 0.121
H -0.0895 -0.0956 -6.5954 0.111
H 2.0304 0.9909 -5.9365 0.113
H 2.5287 1.3993 -3.5326 0.127
C 5.4254 -4.1268 1.7340 -0.073
C 4.9683 -3.7255 0.4884 -0.075
C 3.7564 -3.0606 0.3761 -0.095
C 2.9924 -2.7920 1.5088 -0.372
C 3.4487 -3.2116 2.7579 -0.096
C 4.6623 -3.8732 2.8658 -0.068
P 1.4786 -1.7666 1.3108 1.082
C 0.6099 -2.2978 2.8337 -0.449
C 0.0856 -3.5889 2.8174 -0.125
C -0.6043 -4.0791 3.9154 -0.079
C -0.7727 -3.2812 5.0394 -0.077
C -0.2307 -2.0046 5.0690 -0.070
C 0.4588 -1.5135 3.9704 -0.105
C 2.2055 -0.1107 1.6363 -0.393
C 3.4607 0.1036 2.2004 -0.065
C 4.0701 1.3429 2.0870 -0.054
C 3.4503 2.3567 1.3696 -0.056
C 2.1969 2.1544 0.8191 -0.130
C 1.5330 0.9315 0.9588 -0.372
H 6.3750 -4.6376 1.8246 0.108
H 5.5559 -3.9313 -0.3967 0.107
H 3.4031 -2.7376 -0.5966 0.103
H 2.8662 -3.0160 3.6480 0.107
H 5.0151 -4.1877 3.8395 0.109
H 0.2237 -4.2108 1.9385 0.113
H -1.0041 -5.0855 3.8975 0.108
H -1.3187 -3.6601 5.8938 0.107
H -0.3376 -1.3919 5.9553 0.108
H 0.8817 -0.5168 3.9971 0.087
H 3.9764 -0.7072 2.6972 0.103
H 5.0492 1.5034 2.5199 0.111
H 3.9500 3.3071 1.2307 0.112
H 1.7396 2.9649 0.2644 0.079
C -3.8454 1.5585 3.1234 -0.235
Ge -3.4494 2.4084 1.3939 0.786
C -4.2557 1.5033 -0.1690 -0.235
C -3.9389 4.3188 1.4175 -0.217
Ge -0.9431 2.2572 1.0605 0.784
C -0.2846 3.1909 2.6744 -0.330
C -0.6717 4.5105 2.9123 -0.133
C -0.2317 5.1849 4.0413 -0.070
C 0.5850 4.5425 4.9602 -0.071
C 0.9495 3.2191 4.7537 -0.065
C 0.5127 2.5502 3.6215 -0.109
C -0.6968 3.5490 -0.4242 -0.351
C -1.2993 3.1969 -1.6412 -0.148
C -1.2563 4.0376 -2.7402 -0.065
C -0.6088 5.2615 -2.6373 -0.062
C -0.0032 5.6302 -1.4428 -0.062
C -0.0434 4.7815 -0.3481 -0.109
H -4.8007 1.9306 3.4955 0.030
H -3.0676 1.8134 3.8442 0.022
H -3.8885 0.4777 3.0192 -0.013
H -5.2320 1.0963 0.0981 0.030
H -3.6199 0.6848 -0.4985 -0.030
H -4.3869 2.2120 -0.9869 0.024
H -5.0238 4.3933 1.3299 0.032
H -3.4781 4.8515 0.5862 0.022
H -3.6305 4.7745 2.3571 0.017
H -1.3251 5.0124 2.2074 0.083
H -0.5235 6.2149 4.2028 0.109
H 0.9365 5.0721 5.8360 0.109
H 1.5806 2.7121 5.4725 0.109
H 0.8113 1.5228 3.4564 0.070
H -1.8297 2.2517 -1.7191 0.068
H -1.7307 3.7488 -3.6697 0.111
H -0.5801 5.9303 -3.4877 0.110
H 0.5014 6.5847 -1.3645 0.111
H 0.4485 5.0687 0.5732 0.099
```

---

(2)
Here is a structure of composition C28H28MgN4SSb from OMol25. Energies are from ωB97M-V/def2-TZVPD.

Output
**Energy relative to the best compared isomer or geometry (same formula, charge and spin)**: 0.0 kJ/mol
**Net charge**: +1
**Multiplicity**: 1
**LUMO energy**: -0.130 Eh
**Orbital gap**: 7.5 eV

Structure (XYZ):
```
63
Properties=species:S:1:pos:R:3:lowdin_charge:R:1
Mg -0.4527 -2.5563 0.3636 0.439
N 2.9557 -3.8180 2.5823 0.102
C 1.7535 -3.4797 2.1122 -0.813
S 1.4707 -3.9016 0.4178 0.576
N 0.9255 -2.9153 2.9828 0.010
N -0.2403 -2.5745 2.4123 -0.133
C -1.2510 -2.1937 3.0926 -0.061
C -2.4716 -1.8853 2.3330 -0.264
C -3.6052 -1.4023 2.9698 -0.002
C -4.7328 -1.1112 2.2196 -0.024
C -4.6970 -1.3023 0.8471 -0.035
C -3.5343 -1.7925 0.2812 -0.113
N -2.4448 -2.0909 0.9954 0.023
H 3.6244 -4.2764 1.9928 0.093
H 3.1674 -3.6511 3.5525 0.115
H -1.2367 -2.1157 4.1756 0.139
H -3.5931 -1.2552 4.0416 0.127
H -5.6270 -0.7376 2.7015 0.123
H -5.5502 -1.0880 0.2195 0.118
H -3.4715 -1.9562 -0.7889 0.123
C -1.8440 1.4109 1.6465 -0.066
C -1.0939 2.4481 0.8549 -0.311
C -1.3571 3.8001 1.0575 -0.036
C -0.6850 4.7765 0.3372 -0.061
C 0.2635 4.4188 -0.6080 -0.068
C 0.5375 3.0769 -0.8264 -0.111
C -0.1313 2.1007 -0.0973 -0.362
Sb 0.3550 0.0901 -0.5123 1.553
C 2.4779 0.1103 -0.2726 -0.321
C 3.3303 -0.5670 -1.1381 -0.132
C 4.6919 -0.6545 -0.8915 -0.074
C 5.2147 -0.0742 0.2514 -0.067
C 4.3655 0.5571 1.1451 -0.044
C 2.9941 0.6522 0.9164 -0.297
C 2.1416 1.2908 1.9823 -0.055
C -0.4546 0.1056 -2.5172 -0.308
C -1.7827 0.5373 -2.4092 -0.167
C -2.6415 0.5513 -3.4961 -0.082
C -2.1747 0.1219 -4.7276 -0.067
C -0.8649 -0.3083 -4.8454 -0.042
C 0.0146 -0.3275 -3.7614 -0.289
C 1.4191 -0.7991 -4.0035 -0.054
H -2.4676 1.8758 2.4094 0.088
H -1.1642 0.7195 2.1521 0.057
H -2.4993 0.8121 1.0064 0.061
H -2.0974 4.0911 1.7934 0.114
H -0.9052 5.8210 0.5156 0.111
H 0.7883 5.1793 -1.1716 0.111
H 1.2827 2.7985 -1.5635 0.109
H 2.9424 -1.0543 -2.0140 0.056
H 5.3323 -1.1788 -1.5892 0.110
H 6.2754 -0.1299 0.4607 0.110
H 4.7702 0.9836 2.0559 0.114
H 2.7188 1.4118 2.8976 0.085
H 1.2756 0.6690 2.2350 0.058
H 1.7686 2.2715 1.6881 0.080
H -2.1677 0.8946 -1.4576 0.078
H -3.6581 0.9051 -3.3807 0.108
H -2.8223 0.1279 -5.5947 0.111
H -0.4987 -0.6340 -5.8120 0.115
H 1.5618 -1.0555 -5.0516 0.083
H 1.6537 -1.6928 -3.4183 0.077
H 2.1455 -0.0297 -3.7504 0.083
```

---

(3)
Here is a structure of composition C33H41MgN6O2Si2 in a non-equilibrium geometry from OMol25. Energies are from ωB97M-V/def2-TZVPD.

Output
**Energy relative to the best compared isomer or geometry (same formula, charge and spin)**: 128.4 kJ/mol
**Net charge**: -1
**Multiplicity**: 1
**LUMO energy (spin up / spin down)**: 0.090 / 0.090 Eh
**Orbital gap (spin up / spin down)**: 3.6 / 3.6 eV

Structure (XYZ):
```
85
Properties=species:S:1:pos:R:3:lowdin_charge:R:1
Mg 6.9469 -6.0184 14.6845 0.683
O 8.4995 -4.4234 11.1802 0.001
C 7.8697 -5.0046 12.0743 -0.502
N 7.6781 -4.6460 13.3597 -0.039
C 8.0949 -3.3852 13.8886 -0.173
C 8.3555 -3.5240 15.3920 -0.194
C 9.1276 -2.5559 16.0455 -0.017
C 9.4512 -2.7734 17.3844 -0.082
C 8.8848 -3.8133 18.0594 -0.076
C 8.0548 -4.7193 17.3764 -0.095
N 7.7760 -4.5609 16.0857 0.061
C 7.2691 -6.3153 11.7263 -0.193
C 7.2844 -6.7728 10.4034 0.001
C 6.7516 -8.0197 10.0656 -0.049
C 6.1449 -8.7580 11.1023 -0.061
C 6.1719 -8.2291 12.3698 -0.111
N 6.6175 -7.0016 12.6669 0.086
H 9.0460 -3.1133 13.4256 0.119
H 7.4555 -2.6086 13.5811 0.111
H 9.5990 -1.8087 15.4624 0.101
H 10.2012 -2.1480 17.9117 0.117
H 9.0577 -4.0544 19.1305 0.116
H 7.4814 -5.5437 17.8593 0.139
H 7.7935 -6.1268 9.6906 0.111
H 6.7523 -8.4002 9.0716 0.089
H 5.6731 -9.7074 10.8384 0.104
H 5.7401 -8.7804 13.2178 0.116
C 4.8605 -9.5511 16.4586 -0.090
C 5.3540 -8.2218 15.9875 -0.345
N 6.6910 -7.9327 15.8709 -0.063
N 7.4485 -8.7702 16.5820 0.024
C 8.7403 -8.8624 16.6691 -0.363
O 9.5793 -8.3238 15.7214 -0.132
C 9.1654 -9.5786 17.9098 -0.157
C 8.3421 -10.5661 18.5112 -0.030
C 8.7255 -11.2532 19.6701 -0.116
C 9.8730 -10.9355 20.3505 -0.150
C 10.6057 -9.8728 19.8527 -0.124
C 10.2896 -9.1954 18.6714 -0.060
C 4.3894 -7.1655 15.6733 -0.260
C 3.0305 -7.1654 16.1524 -0.069
C 2.2315 -6.0849 15.8704 -0.140
C 2.7291 -5.0149 15.0612 -0.151
C 4.0507 -5.0653 14.6504 -0.205
N 4.8517 -6.0676 14.9846 -0.034
H 4.2477 -9.3673 17.3249 0.048
H 5.6634 -10.2898 16.6882 0.056
H 4.1794 -10.0320 15.7598 0.058
H 7.3743 -10.7621 18.0884 0.082
H 8.0528 -12.0082 20.0620 0.092
H 10.1844 -11.4202 21.2681 0.087
H 11.4508 -9.5538 20.5009 0.100
H 10.8824 -8.3526 18.3489 0.082
H 2.6349 -8.0151 16.7100 0.085
H 1.1850 -6.0629 16.2354 0.090
H 2.0704 -4.1454 14.8487 0.073
H 4.4211 -4.2556 14.0504 0.091
C 10.3080 -9.9605 12.2732 -0.194
Si 10.6248 -10.5750 14.0403 0.585
C 12.1192 -11.7258 13.9779 -0.210
C 9.0347 -11.6921 14.3327 -0.169
C 10.7405 -9.1830 15.4397 -0.360
Si 12.2965 -8.0294 15.1776 0.487
C 12.1862 -6.4799 16.2480 -0.183
C 12.3804 -7.4332 13.3828 -0.180
C 13.8138 -8.9324 15.6989 -0.189
H 9.6121 -10.6226 11.7496 0.022
H 11.1726 -9.7705 11.6249 0.026
H 9.7494 -9.0148 12.2528 0.020
H 11.8795 -12.6169 13.2858 0.058
H 12.4013 -12.1479 14.9386 0.017
H 13.0335 -11.2380 13.5354 0.031
H 8.9632 -12.3254 13.4479 0.011
H 8.1403 -11.0753 14.3859 0.018
H 9.1127 -12.2661 15.2563 0.020
H 10.8902 -9.7515 16.3845 0.064
H 13.1529 -5.9633 16.1791 0.026
H 11.8978 -6.7212 17.3019 0.026
H 11.3690 -5.8324 15.8270 0.040
H 11.3828 -7.5000 12.9365 0.010
H 13.0152 -8.1462 12.8066 0.031
H 12.8088 -6.3821 13.3057 0.051
H 13.8008 -8.9258 16.8207 0.047
H 14.6762 -8.2720 15.4298 0.047
H 13.7922 -9.9822 15.3979 0.008
```

---

(4)
Here is a structure of composition C22H26N2O2S4Tc from OMol25. Energies are from ωB97M-V/def2-TZVPD.

Output
**Net charge**: +2
**<S²>**: 3.776
**Multiplicity**: 4
**LUMO energy (spin up / spin down)**: -0.225 / -0.300 Eh
**Orbital gap (spin up / spin down)**: 7.7 / 5.7 eV

Structure (XYZ):
```
57
Properties=species:S:1:pos:R:3:lowdin_charge:R:1
Tc -0.2826 0.0147 -0.0712 1.266
C -2.1082 3.8536 -0.2851 -0.503
C -1.0633 3.6358 0.7933 -0.469
S -1.0363 1.9291 1.4343 0.906
C 0.3481 2.1305 2.6135 -0.444
C 1.2488 0.9175 2.7490 -0.433
S 1.8538 0.2016 1.1969 0.949
C 2.7352 1.5156 0.3193 -0.446
C 2.7058 1.1593 -1.1597 -0.469
S 1.0386 1.2410 -1.8858 0.907
C 0.8873 3.0543 -2.0251 -0.455
C -0.4575 3.5090 -2.5737 -0.496
S -1.9279 2.8467 -1.7695 0.908
H -2.1238 4.9122 -0.5494 0.101
H -3.1021 3.6054 0.0908 0.089
H -1.2865 4.2550 1.6644 0.106
H -0.0633 3.8863 0.4487 0.060
H -0.0869 2.3559 3.5870 0.106
H 0.9116 3.0064 2.2928 0.082
H 0.7376 0.0767 3.2196 0.077
H 2.1162 1.1642 3.3622 0.110
H 3.7627 1.5405 0.6828 0.107
H 2.2707 2.4813 0.5149 0.074
H 3.0568 0.1395 -1.3269 0.091
H 3.3480 1.8230 -1.7383 0.104
H 1.6783 3.3260 -2.7273 0.103
H 1.1218 3.5053 -1.0648 0.061
H -0.5529 3.1976 -3.6149 0.087
H -0.4875 4.6001 -2.5680 0.102
O -1.7575 -0.1777 -1.2723 -0.288
C -1.7917 -0.7008 -2.4963 -0.323
C -2.8235 -0.3225 -3.3566 0.004
C -2.8720 -0.8517 -4.6272 -0.012
C -1.9212 -1.7862 -5.0718 -0.037
C -0.9330 -2.1986 -4.2198 -0.004
C -0.8340 -1.6547 -2.9192 -0.153
C 0.0217 -2.2688 -1.9659 -0.004
N 0.2475 -1.7884 -0.7745 -0.168
N 0.6634 -2.6887 0.2048 0.115
C 0.1479 -2.3317 1.3379 -0.430
O -0.5943 -1.2128 1.4315 -0.268
C 0.3544 -3.0964 2.5705 -0.169
C -0.3488 -2.7460 3.7237 -0.027
C -0.1619 -3.4706 4.8890 -0.052
C 0.7252 -4.5384 4.9030 -0.045
C 1.4239 -4.8889 3.7537 -0.047
C 1.2402 -4.1744 2.5843 -0.012
H -3.5653 0.3801 -3.0038 0.121
H -3.6694 -0.5488 -5.2932 0.127
H -1.9911 -2.1943 -6.0697 0.122
H -0.2184 -2.9528 -4.5248 0.130
H 0.4367 -3.2555 -2.1583 0.160
H -1.0583 -1.9297 3.6967 0.114
H -0.7140 -3.2113 5.7819 0.115
H 0.8689 -5.1058 5.8127 0.118
H 2.1089 -5.7253 3.7709 0.117
H 1.7733 -4.4435 1.6829 0.117
```

---

Computed values of electronic energy (unit: Ha) for the preceding records, in sequence: -6786.0435 -2141.1875 -2540.3023 -2786.9483.